(i)
The following is a quantum chemistry calculation of a cluster of 2 separate species, C5H14NOP in total, from OMol25.

Last column: Löwdin charge in e.
Geometry (Å):
C1 2.60800 -0.88624 -1.08513  -0.062
C2 3.50285 0.49526 0.61138  -0.121
C3 -3.66261 -1.22520 0.76439  -0.175
C4 -1.41708 1.90664 -0.45200  -0.255
C5 3.16661 -0.90995 0.10945  -0.208
N1 -2.94912 -0.17362 0.04886  -0.315
O1 -1.05458 -0.47506 -1.58827  -0.364
P1 -1.23047 0.08540 -0.03838  0.786
H1 2.48736 -1.72900 -1.59964  0.001
H2 2.27262 0.01964 -1.54779  0.051
H3 -0.32088 -1.13968 -1.74574  0.053
H4 3.12603 1.28217 -0.17971  0.117
H5 4.53313 0.52704 0.72474  0.033
H6 3.19227 0.56955 1.62929  0.051
H7 -4.71808 -1.10685 0.60947  0.077
H8 -3.37654 -2.15757 0.30067  0.064
H9 -3.33601 -1.39796 1.70951  0.026
H10 -1.32666 2.41019 0.39211  -0.044
H11 -0.56115 2.18616 -1.11010  0.046
H12 -2.34589 2.04840 -1.03498  0.047
H13 3.62515 -1.90300 0.55748  0.139
H14 -3.58337 0.61292 0.06333  0.055

Output
charge = 0
SMILES = CNP(C)O.C=CC
gap between HOMO and LUMO = 0.34687 Eh
highest occupied orbital energy = -8.36 eV

=====

(ii)
The following is a quantum chemistry calculation of an isolated molecule of C5H14NOP, from OMol25.

Last column: Löwdin charge in e.
Geometry (Å):
C1 2.09093 -1.12059 -0.85576  -0.247
C2 -2.18760 0.67442 0.56332  -0.147
C3 1.75792 1.71835 -0.11974  -0.192
C4 -2.07061 -0.49324 -0.36195  -0.318
C5 -0.73123 -0.45877 -1.02542  -0.303
N1 0.28418 -1.30242 1.57517  -0.079
O1 0.94010 0.91266 0.68374  -0.329
P1 0.72058 -0.63319 0.06332  0.707
H1 2.95172 -1.32955 -0.17374  0.005
H2 1.79205 -1.96208 -1.43297  -0.047
H3 -3.06950 0.85213 1.11028  0.045
H4 -1.55496 0.73763 1.43155  0.048
H5 -2.07005 1.70339 -0.02138  0.132
H6 2.00914 2.72268 0.24457  0.087
H7 1.33244 2.01222 -1.06729  0.071
H8 2.67277 1.20331 -0.44174  0.061
H9 -2.89521 -0.52860 -1.26005  0.157
H10 -2.09321 -1.53598 0.19514  0.129
H11 -0.44872 -1.18655 -1.77951  0.090
H12 -0.64975 0.51292 -1.31776  0.043
H13 1.01647 -1.98907 1.79980  0.057
H14 0.20255 -0.50968 2.19040  0.032

Output
charge = 0
SMILES = C=[P@](N)(CCC)OC
gap between HOMO and LUMO = 0.32479 Eh
highest occupied orbital energy = -7.92 eV

=====

Least stable structure: (ii)

=====

(i)
The following is a quantum chemistry calculation of the ion C7H14N3O with charge +1, from OMol25.

Last column: Löwdin charge in e.
Geometry (Å):
C1 -0.21065 0.33868 0.14213  0.010
C2 1.18664 0.17065 0.53699  -0.290
C3 -1.01585 -1.90398 0.93547  -0.052
C4 -1.53202 -1.11372 -1.37863  -0.088
C5 -1.40088 2.52649 -0.48746  0.028
C6 3.24379 -1.03359 0.54294  -0.028
C7 -1.32418 -0.68942 0.03861  -0.359
N1 1.78041 1.37956 0.61581  0.195
N2 0.88800 2.25027 0.23039  0.052
N3 -0.35133 1.70885 -0.00527  -0.033
O1 1.84353 -0.89939 0.75756  -0.045
H1 -0.30345 -2.59254 0.53182  0.082
H2 -1.85303 -2.58236 1.04439  0.096
H3 -0.67798 -1.62928 1.87546  0.065
H4 -0.54109 -1.46680 -1.96941  0.142
H5 -2.09987 -0.40228 -2.02600  0.077
H6 -2.18091 -2.08775 -1.42158  0.122
H7 -1.96985 2.99101 0.31227  0.117
H8 -0.98470 3.33046 -1.06791  0.105
H9 -2.09197 2.01570 -1.13149  0.103
H10 3.78120 -0.32684 1.17754  0.084
H11 3.57702 -0.73802 -0.51912  0.124
H12 3.45792 -2.15962 0.78920  0.143
H13 -2.28438 -0.31137 0.44755  0.157
H14 1.06364 3.22531 0.02875  0.193

Output
charge = +1
SMILES = COc1n[nH][n+](C)c1C(C)C
gap between HOMO and LUMO = 0.34664 Eh
highest occupied orbital energy = -13.45 eV

=====

(ii)
The following is a quantum chemistry calculation of the ion C7H14N3O with charge +1, from OMol25.

Last column: Löwdin charge in e.
Geometry (Å):
C1 3.03258 0.48510 -0.14920  -0.325
C2 -2.48561 0.44390 0.29593  -0.190
C3 -2.09790 -0.94585 -0.34309  -0.180
C4 -1.23699 1.26778 0.43715  -0.201
C5 -0.75391 -1.29074 0.17845  -0.190
C6 -0.17666 0.97207 -0.65819  -0.102
C7 0.29917 -0.38304 -0.23519  -0.198
N1 1.58902 -0.63131 -0.06665  0.013
N2 3.88321 -0.37652 -0.62097  0.186
N3 2.78515 1.58382 0.25329  0.281
O1 1.98848 -1.76241 0.59686  0.006
H1 -3.31630 1.03260 -0.27102  0.146
H2 -3.01108 0.26729 1.28032  0.130
H3 -2.62335 -1.94806 -0.22396  0.148
H4 -1.90446 -0.75582 -1.42193  0.116
H5 -1.62929 2.35610 0.28461  0.153
H6 -0.65674 1.21976 1.41388  0.143
H7 -0.88956 -1.10156 1.23061  0.144
H8 -0.54536 -2.36957 -0.12464  0.166
H9 -0.68671 0.93924 -1.73627  0.184
H10 0.68628 1.57305 -0.74815  0.073
H11 3.49236 -1.35530 -0.74846  0.155
H12 4.86146 -0.12600 -0.49460  0.151
H13 1.31088 -2.37116 0.96706  0.135
H14 3.03544 2.43445 0.50780  0.056

Output
charge = +1
SMILES = [H]/N=C(\N)[N+](O)=C1CCCCC1
gap between HOMO and LUMO = 0.39670 Eh
highest occupied orbital energy = -13.98 eV

=====

Least stable structure: (ii)

=====

(i)
The following is a quantum chemistry calculation of an isolated molecule of C5H10OS2, from OMol25.

Last column: Löwdin charge in e.
Geometry (Å):
C1 0.48479 -0.81630 -0.91734  -0.396
C2 -0.08687 0.45842 -0.14767  -0.834
C3 -1.39636 0.71460 -0.61703  -0.501
C4 0.93023 1.48748 -0.61235  -0.144
C5 1.33252 2.37972 0.29050  0.022
H1 1.71463 -2.76337 0.08427  -0.079
H2 0.53170 -0.61968 -1.90528  0.045
H3 -0.31446 -1.41635 -0.60818  0.002
H4 0.51873 -0.65087 1.63459  0.194
H5 -1.44914 0.27015 -1.62693  0.083
H6 -1.71605 1.76888 -0.43384  0.124
H7 -2.40967 0.13664 1.45325  0.002
H8 1.08907 1.48956 -1.66577  0.104
H9 2.36633 3.00226 0.39094  0.116
H10 1.06280 2.17321 1.29419  0.033
O1 -0.17353 0.24244 1.21051  -0.234
S1 1.98323 -1.35244 0.12790  0.730
S2 -2.45771 -0.56464 0.10473  0.731

Output
charge = 0
SMILES = C=CC(O)(CS)CS
gap between HOMO and LUMO = 0.33859 Eh
highest occupied orbital energy = -8.78 eV

=====

(ii)
The following is a quantum chemistry calculation of an isolated molecule of C5H10OS2, from OMol25.

Last column: Löwdin charge in e.
Geometry (Å):
C1 1.05783 2.03141 -0.11531  -0.068
C2 0.19592 0.79402 -0.04684  -0.542
C3 0.83951 -0.22288 -0.94482  -0.575
C4 -1.38739 0.79715 0.08435  -0.489
C5 -0.44596 0.41143 1.21708  -0.426
H1 1.03198 2.54507 -1.10410  0.098
H2 0.51952 2.72459 0.49829  0.060
H3 2.09178 1.83751 0.34698  0.100
H4 0.07172 -1.03306 -1.28886  0.069
H5 1.26586 0.38478 -1.81569  0.092
H6 1.82130 -1.42051 0.85818  -0.120
H7 -1.76416 1.85400 0.10539  0.113
H8 -2.34186 -1.42283 0.43971  -0.027
H9 -0.61198 1.18162 2.00983  0.164
H10 -1.13163 -1.05551 2.24379  0.149
O1 -0.30945 -0.83518 1.68780  -0.039
S1 2.34172 -0.85811 -0.26824  0.738
S2 -2.34399 -0.50320 -0.79193  0.705

Output
charge = 0
SMILES = C[C@@]1(CS)[C@H](O)[C@@H]1S
gap between HOMO and LUMO = 0.32364 Eh
highest occupied orbital energy = -8.54 eV

=====

(iii)
The following is a quantum chemistry calculation of an isolated molecule of C5H10OS2, from OMol25.

Last column: Löwdin charge in e.
Geometry (Å):
C1 -0.27902 -0.30160 1.97920  -0.114
C2 -0.14661 0.70779 -0.21560  -0.886
C3 -0.05595 2.14877 -0.71899  -0.081
C4 1.25105 -1.81861 -0.51937  -0.399
C5 -1.17271 -0.01711 -1.03850  -0.655
H1 -0.73693 -0.03422 2.92808  0.095
H2 -0.79938 -1.20406 1.58971  0.070
H3 0.76261 -0.50831 2.13280  0.066
H4 -0.97311 2.64507 -0.45376  0.086
H5 0.80716 2.68363 -0.20382  0.111
H6 0.10037 2.19093 -1.79608  0.081
H7 0.39737 -2.13853 -1.14191  0.040
H8 2.14305 -2.26846 -0.97610  0.036
H9 1.12399 -2.19264 0.49720  0.026
H10 -0.90170 -0.06244 -2.09516  0.067
O1 -0.45662 0.82568 1.13549  -0.202
S1 1.51601 -0.02831 -0.56697  0.906
S2 -2.57959 -0.62758 -0.53621  0.755

Output
charge = 0
SMILES = CO[C@](C)(C=S)SC
gap between HOMO and LUMO = 0.30970 Eh
highest occupied orbital energy = -8.83 eV

=====

Least stable structure: (i)